10
Properties=species:S:1:pos:R:3 method="wB97M-V/def2-TZVPD" de_lowest_kcal_mol=12.8 e_homo_ha=-0.3600 e_tot_ha=-209.41750 smiles=N.O.O homo_lumo_gap_ev=10.449 fmax_ev_per_a=1.4
N -0.742 -0.350 1.829
H -1.644 -0.366 2.277
H -0.433 -1.308 1.713
H -0.915 0.005 0.892
O 1.842 -0.936 -1.293
H 2.139 -1.545 -0.645
H 1.067 -1.335 -1.695
O -0.672 1.862 -0.661
H 0.223 2.206 -0.811
H -0.865 1.769 -1.605

---

10
Properties=species:S:1:pos:R:3 method="wB97M-V/def2-TZVPD" de_lowest_kcal_mol=17.8 e_homo_ha=-0.3852 e_tot_ha=-209.40967 smiles=N.O.O homo_lumo_gap_ev=11.232 fmax_ev_per_a=3.1
N 1.739 -2.156 -0.748
H 1.837 -2.781 0.099
H 0.843 -2.287 -1.279
H 2.520 -2.640 -1.216
O -3.739 2.862 1.155
H -4.136 3.153 0.315
H -2.783 3.103 0.968
O 0.987 0.508 0.000
H 1.384 -0.465 -0.159
H 1.347 0.702 0.864

---

10
Properties=species:S:1:pos:R:3 method="wB97M-V/def2-TZVPD" de_lowest_kcal_mol=0.0 e_homo_ha="-0.1201 / -0.4675" spin_multiplicity=2 e_tot_ha=-229.77777 homo_lumo_gap_ev="3.895 / 13.097" fmax_ev_per_a=0.8
O -0.522 -1.406 -1.464
H -1.480 -1.429 -1.295
H -0.298 -2.127 -2.070
O 0.175 1.986 0.591
H 0.950 2.473 0.257
H -0.495 2.632 0.852
O 0.297 -0.561 0.875
H 0.207 0.458 0.765
H 0.048 -1.116 0.048
H 1.245 -0.808 1.169

---

10
Properties=species:S:1:pos:R:3 method="wB97M-V/def2-TZVPD" de_lowest_kcal_mol=26.6 e_homo_ha=-0.6484 e_tot_ha=-229.61961 homo_lumo_gap_ev=13.670 fmax_ev_per_a=6.4 charge=+1
O -0.762 1.252 -0.988
H -1.552 1.690 -1.154
H -0.162 1.328 -1.633
O 0.406 -1.653 0.056
H -0.484 -2.057 -0.346
H 0.998 -2.179 0.500
O 0.289 0.519 1.266
H 0.173 -0.564 0.822
H 1.277 0.686 1.014
H -0.183 0.979 0.463

---

11
Properties=species:S:1:pos:R:3 method="wB97M-V/def2-TZVPD" de_lowest_kcal_mol=0.0 e_homo_ha="-0.4100 / -0.3971" spin_multiplicity=2 e_tot_ha=-628.04371 homo_lumo_gap_ev="11.495 / 7.241" fmax_ev_per_a=0.4
S 0.921 -2.138 0.279
H -0.100 -3.005 0.170
H 1.673 1.542 -0.480
H 0.285 1.201 -1.020
O 0.776 1.887 -0.536
H -1.883 -0.236 -0.899
H -0.532 -0.965 -1.015
O -1.087 -0.304 -1.445
H 0.196 1.410 1.491
H -0.125 -0.065 1.421
O -0.124 0.673 2.032

---

120
Properties=species:S:1:pos:R:3 method="wB97M-V/def2-TZVPD" de_lowest_kcal_mol=46.1 e_homo_ha="-0.0199 / -0.3141" spin_multiplicity=2 e_tot_ha=-3057.47904 homo_lumo_gap_ev="2.171 / 9.997" fmax_ev_per_a=2.6 charge=-1
H 1.601 6.278 -2.741
H 0.703 5.602 -1.605
O 0.739 6.220 -2.334
H 0.986 4.743 -4.370
H 1.371 3.491 -5.196
O 0.695 3.854 -4.614
H 4.304 -0.399 4.669
H 3.190 0.559 5.188
O 4.025 0.148 5.416
H -4.968 -2.142 0.136
H -6.285 -1.842 -0.456
O -5.732 -2.597 -0.237
H -1.613 -4.442 -3.137
H -1.505 -3.156 -2.565
O -1.029 -3.674 -3.248
H 4.970 2.414 1.897
O 4.680 1.745 1.286
H 3.138 3.888 -1.615
O 2.853 4.670 -2.142
H 1.514 1.141 4.471
H 0.386 0.851 5.480
O 0.994 0.424 4.870
H -2.704 -2.462 4.290
H -2.025 -3.468 3.308
O -2.250 -3.310 4.235
H 0.141 -2.657 -4.621
H 0.796 -1.379 -5.076
O 0.438 -2.203 -5.440
H -0.547 2.875 2.614
H 0.523 1.908 2.342
O 0.282 2.598 3.014
H 2.488 1.838 -2.234
O 2.102 1.880 -3.122
H -6.985 0.344 -0.690
H -5.662 0.902 -0.181
O -6.188 0.791 -0.987
H 2.915 0.071 2.139
H 2.412 1.494 1.936
O 2.723 0.878 2.625
H 1.966 -2.390 0.556
H 3.162 -2.234 -0.531
O 2.933 -2.267 0.430
H 2.054 3.379 0.224
H 3.369 2.450 0.182
O 2.709 2.947 -0.343
H -3.148 5.450 -0.069
H -2.392 5.846 -1.395
O -2.379 5.271 -0.623
H 2.705 -1.610 -2.110
H 1.415 -2.241 -2.213
O 2.354 -2.515 -2.213
H 1.290 -5.378 -1.658
O 0.686 -4.707 -1.296
H 3.082 -4.334 -1.346
H 3.994 -5.457 -0.954
O 3.886 -4.790 -1.643
H 1.128 -4.212 1.869
O 0.389 -4.256 1.227
H -1.951 -2.073 -0.978
H -1.446 -2.860 0.248
O -2.223 -2.395 -0.108
H -5.463 1.584 -4.383
H -4.274 0.515 -4.508
O -5.226 0.652 -4.451
H 4.612 -3.642 1.066
H 5.604 -3.572 2.216
O 5.287 -4.169 1.523
H 0.229 4.146 3.925
H 0.626 4.238 5.361
O 0.938 4.523 4.495
H 4.571 -1.617 1.332
H 6.153 -1.331 1.291
O 5.278 -1.048 1.678
H -2.457 0.264 4.023
H -3.549 0.139 5.043
O -3.429 0.248 4.079
H -3.059 -3.551 -1.004
H -4.323 -2.975 -1.744
O -3.425 -3.297 -1.876
H -6.013 -0.625 -2.709
H -5.165 -1.852 -2.912
O -5.156 -0.990 -2.479
H -1.503 -0.232 -2.584
H -0.413 -0.842 -3.394
O -1.028 -1.085 -2.687
H -3.634 -1.953 -5.756
H -4.011 -1.765 -4.203
O -3.319 -1.744 -4.867
H -1.918 4.143 -4.297
O -2.060 4.857 -3.650
H -1.806 -1.737 5.778
H -1.309 -0.512 6.392
O -2.037 -1.130 6.496
H 0.587 -4.236 -2.163
H 4.933 0.798 1.428
H 0.851 -4.708 0.460
H 2.750 5.466 -1.603
H 1.829 2.784 -3.342
H -1.341 5.484 -3.566
O -3.383 2.547 2.825
H -2.698 2.855 3.409
H -3.776 1.679 2.972
O 1.887 6.424 1.538
H 1.784 5.659 2.127
H 2.579 6.898 2.012
O -1.060 -1.033 3.997
H -1.148 -1.570 3.205
H -0.158 -0.703 4.169
O 0.721 1.255 0.557
H 0.240 1.839 -0.053
H 0.085 0.559 0.784
O 2.864 -3.922 2.837
H 3.265 -4.647 2.328
H 2.453 -4.492 3.515
O 1.714 -4.678 -5.698
H 2.279 -4.464 -4.943
H 1.103 -3.917 -5.613
O -1.240 3.316 0.689
H -1.558 4.132 0.222
H -2.206 3.120 0.804

---

120
Properties=species:S:1:pos:R:3 method="wB97M-V/def2-TZVPD" de_lowest_kcal_mol=393.2 e_homo_ha=-0.3625 e_tot_ha=-3057.13076 homo_lumo_gap_ev=8.956 fmax_ev_per_a=8.4
H -0.449 6.085 -2.281
H 0.508 5.419 -3.187
O 0.398 6.081 -2.578
H 0.472 3.019 -4.726
H -0.376 1.681 -5.016
O -0.338 2.532 -4.413
H 2.917 1.470 5.177
H 3.499 0.922 3.800
O 3.437 1.774 4.188
H -6.627 -0.722 -0.447
H -5.685 0.323 -1.175
O -6.528 0.122 -0.801
H -3.042 -2.795 -3.110
H -2.649 -1.470 -2.730
O -3.483 -1.995 -2.700
H 5.651 0.912 2.003
O 5.411 1.150 1.207
H 5.065 3.335 -1.093
O 4.895 3.133 -0.118
H 2.420 -0.584 4.425
H 3.291 -1.360 3.117
O 3.264 -1.041 4.046
H -0.799 -6.038 2.017
H -1.906 -5.979 0.851
O -1.771 -6.086 1.807
H 1.294 1.192 -3.086
H 2.398 0.496 -4.043
O 1.512 0.885 -3.992
H -4.164 0.354 5.585
H -3.366 1.560 4.888
O -4.081 0.920 4.851
H 3.230 4.053 -3.940
O 3.655 3.703 -3.144
H -2.075 4.415 4.078
H -1.492 4.833 2.584
O -2.071 4.968 3.318
H 2.040 1.366 1.436
H 3.518 0.923 1.574
O 2.541 0.568 1.430
H 2.160 -2.901 0.461
H 2.393 -1.440 0.289
O 2.663 -2.199 0.768
H 3.064 3.461 -0.047
H 2.454 4.783 0.542
O 2.215 3.863 0.228
H -2.389 4.497 -3.543
H -1.613 3.145 -3.476
O -1.942 3.897 -3.025
H 4.951 0.756 -4.072
H 4.458 2.397 -3.806
O 5.257 1.817 -4.026
H 1.635 -3.206 -2.398
O 1.628 -2.515 -3.050
H 5.139 -1.222 1.315
H 6.307 -2.071 1.630
O 5.511 -1.999 1.289
H -0.024 -4.394 -0.649
O 0.172 -3.886 0.303
H -1.656 0.830 2.611
H -0.609 1.844 2.680
O -1.049 1.189 3.169
H -3.381 0.820 -0.228
H -3.164 2.371 0.217
O -2.630 1.592 -0.158
H 3.416 -4.313 2.152
H 4.221 -2.952 2.093
O 4.197 -3.944 2.171
H -1.498 2.231 4.432
H -1.038 3.012 5.842
O -1.746 2.614 5.193
H 3.087 0.922 -1.057
H 3.847 -0.051 -1.652
O 2.849 0.174 -1.431
H -4.564 -1.911 1.584
H -5.625 -1.651 2.593
O -5.529 -2.081 1.683
H -2.595 -3.590 0.046
H -3.541 -2.784 -0.685
O -3.159 -3.569 -0.727
H -3.732 1.844 -1.434
H -4.198 2.289 -3.146
O -4.279 1.654 -2.319
H -0.988 1.744 -1.316
H -0.553 2.098 -2.576
O -0.151 1.864 -1.784
H 0.696 -3.491 -5.459
H -0.217 -2.992 -4.486
O 0.120 -3.730 -4.859
H -2.021 -0.927 -3.656
O -1.606 -1.081 -4.485
H -3.330 -3.452 1.945
H -2.529 -4.223 2.885
O -2.964 -3.405 2.803
H 1.091 -1.857 -2.743
H 5.051 1.824 0.741
H -0.202 -3.058 0.263
H 5.040 3.980 0.288
H 2.996 3.173 -2.841
H -2.303 -1.574 -4.930
O -4.790 0.429 2.138
H -4.404 0.641 3.018
H -5.684 0.406 1.979
O -0.374 3.809 0.736
H -0.748 4.101 -0.074
H 0.578 3.627 0.787
O 0.733 -2.057 3.554
H 1.013 -2.509 2.784
H 1.269 -2.388 4.382
O 0.164 -0.843 -1.521
H 0.812 -0.679 -0.776
H 0.154 -0.005 -1.901
O 1.297 -4.266 2.527
H 0.371 -4.448 2.751
H 1.232 -4.479 1.575
O -1.268 -4.444 -1.883
H -2.066 -4.975 -2.376
H -0.455 -4.554 -2.292
O -3.023 -0.743 0.690
H -2.053 -0.810 0.439
H -3.068 -0.149 1.509

---

120
Properties=species:S:1:pos:R:3 method="wB97M-V/def2-TZVPD" de_lowest_kcal_mol=353.0 e_homo_ha=-0.3736 e_tot_ha=-3057.19486 homo_lumo_gap_ev=9.733 fmax_ev_per_a=7.9
H -1.680 0.573 -0.792
H -3.073 -0.347 -0.452
O -2.059 -0.222 -0.420
H -5.392 -2.073 -0.072
H -4.286 -3.081 -0.043
O -4.424 -2.174 -0.240
H 0.774 -0.019 -2.948
H 0.544 -0.482 -4.349
O 0.135 -0.616 -3.443
H 2.464 5.938 -0.078
H 1.710 4.797 0.498
O 1.954 5.172 -0.425
H -1.479 0.951 6.510
H -1.816 -0.463 6.621
O -2.034 0.223 6.024
H 2.991 -4.703 -1.333
O 2.464 -4.831 -2.230
H 2.636 2.635 5.217
O 2.029 2.233 4.707
H 0.231 -1.071 -5.656
H 0.974 0.423 -5.736
O 1.025 -0.555 -5.859
H 5.268 -2.870 -0.190
H 4.163 -3.225 0.885
O 4.483 -3.453 -0.033
H -2.611 -0.780 -5.339
H -1.762 -0.063 -6.642
O -2.178 -0.010 -5.746
H -5.346 0.852 -0.362
H -4.008 1.672 0.088
O -4.739 0.910 0.322
H -0.343 1.966 -1.304
O -0.124 1.936 -0.423
H 3.569 -1.487 -2.833
H 2.407 -2.503 -2.755
O 3.355 -2.483 -3.137
H -4.692 -0.792 -2.001
H -4.710 -1.253 -3.415
O -4.632 -0.442 -2.939
H -0.448 -4.151 2.659
H 0.773 -3.142 2.430
O 0.589 -4.169 2.469
H 4.462 -0.087 -4.163
H 5.616 -0.366 -2.905
O 4.815 0.173 -3.291
H 2.853 0.204 -2.992
H 2.358 1.618 -3.526
O 2.178 0.856 -3.164
H 2.021 -0.068 4.847
H 2.144 -1.669 5.305
O 1.555 -0.958 5.054
H 0.687 3.900 2.522
O 0.759 4.728 2.103
H -1.689 -1.955 2.061
H -1.338 -1.358 3.498
O -1.027 -1.841 2.800
H 3.664 -3.070 3.315
O 4.444 -3.464 2.847
H 2.202 1.103 1.031
H 2.253 -0.599 1.411
O 2.554 0.268 0.777
H -1.374 -5.137 0.013
H -2.343 -4.733 -0.948
O -2.296 -4.996 0.038
H -2.131 -3.891 -3.924
H -0.864 -4.129 -3.102
O -1.173 -4.355 -3.976
H 1.991 3.453 -5.568
H 0.954 2.608 -4.883
O 1.810 2.561 -5.194
H -1.197 1.252 -4.925
H -1.622 2.699 -4.650
O -0.986 2.137 -4.875
H -4.966 0.286 4.372
H -3.333 0.454 4.636
O -4.137 -0.060 4.221
H -0.365 -2.516 -1.788
H 0.453 -3.768 -1.003
O -0.378 -3.527 -1.490
H -0.219 5.375 -0.802
H 0.161 4.468 -1.938
O -0.516 5.119 -1.663
H -3.242 5.039 -2.664
H -1.944 4.552 -2.592
O -2.768 4.476 -3.121
H 4.243 1.204 0.293
H 4.540 1.995 1.586
O 4.397 2.140 0.639
H 3.765 1.237 3.618
O 3.887 0.275 3.683
H -3.832 4.262 1.678
H -4.726 3.309 2.404
O -4.536 3.705 1.476
H 0.048 4.706 1.351
H 2.649 -4.356 -2.994
H 4.167 -4.517 2.872
H 1.383 2.713 4.108
H 0.806 1.720 -0.487
H 3.093 -0.151 3.469
O 2.041 -6.274 1.705
H 1.848 -5.334 2.006
H 1.250 -6.625 1.867
O -2.224 4.976 0.946
H -2.195 4.617 0.063
H -3.073 5.633 0.908
O 2.570 -1.909 -0.418
H 2.230 -2.708 -0.038
H 3.401 -2.325 -0.734
O -2.427 -4.105 3.703
H -1.691 -4.591 3.296
H -3.053 -4.730 3.072
O -2.039 2.487 1.838
H -2.592 2.715 1.010
H -2.592 2.102 2.486
O 0.231 0.818 1.974
H -0.639 0.808 1.551
H 0.262 -0.004 2.378
O -1.355 4.117 3.688
H -1.422 3.507 2.932
H -1.143 4.986 3.134